(1)
Computed, not measured: an isolated molecule of C6H10, with the ωB97M-V functional and the def2-TZVPD basis.

## Properties
- Max |F|: 0.0061 Eh/bohr
- HOMO energy: -9.402 eV
- Spin multiplicity: 1
- SMILES: C=C=CCCC
- Orbital gap: 10.55 eV
- LUMO energy: 1.2 eV

Last column: natural (NBO) charge in e.
Geometry (Å):
C  -0.126  -0.666  -1.141  -0.408
C  0.532  0.662  -0.738  -0.397
C  -0.412  1.690  -0.103  -0.611
C  0.530  -0.810  2.161  -0.502
C  -0.183  -1.277  1.173  0.100
C  -0.694  -1.503  -0.005  -0.293
H  0.928  1.074  -1.671  0.203
H  -0.919  -0.441  -1.864  0.205
H  0.624  -1.269  -1.672  0.212
H  1.400  0.497  -0.087  0.207
H  -0.541  1.554  0.976  0.206
H  -0.028  2.705  -0.257  0.209
H  -1.406  1.637  -0.560  0.202
H  1.516  -1.218  2.362  0.220
H  0.190  0.039  2.748  0.218
H  -1.445  -2.269  -0.204  0.229

(2)
Computed, not measured: a structure of composition C28H44BrN3P2Re in a non-equilibrium geometry, with the ωB97M-V functional and the def2-TZVPD basis.

## Properties
- Net charge: +4
- Max |F|: 0.1098 Eh/bohr
- HOMO energy (alpha / beta): -19.411 / -19.825 eV
- Spin multiplicity: 4
- Orbital gap (alpha / beta): 6.03 / 4.54 eV
- LUMO energy (alpha / beta): -13.4 / -15.3 eV
- Expectation value of S²: 4.0511

Last column: Löwdin spin population.
Geometry (Å):
N  1.897  -1.563  5.163  0.749
C  2.210  -2.300  4.080  0.075
C  2.229  -1.806  2.773  0.053
C  1.882  -0.456  2.517  -0.011
C  1.590  0.321  3.664  0.053
C  1.608  -0.270  4.930  0.076
C  1.913  0.088  1.154  0.044
Re  0.000  0.000  0.000  0.826
P  -0.398  0.868  -2.204  0.017
C  1.533  1.417  0.828  0.070
C  2.182  2.225  -0.215  0.155
C  2.035  3.633  -0.208  0.025
C  2.603  4.441  -1.200  0.058
C  3.344  3.841  -2.227  0.164
C  3.555  2.451  -2.239  0.066
C  2.984  1.663  -1.239  0.027
Br  4.072  4.916  -3.629  0.285
H  2.638  -0.412  0.499  0.003
H  1.068  2.016  1.619  0.016
H  2.514  -2.464  1.946  0.005
H  1.372  1.389  3.570  0.005
H  2.468  -3.352  4.269  0.015
H  1.381  0.340  5.816  0.015
H  1.450  4.102  0.590  -0.001
H  3.147  0.581  -1.261  0.000
H  2.462  5.525  -1.183  0.000
H  4.157  1.996  -3.031  0.000
P  -1.965  0.484  1.369  0.080
C  0.776  0.093  -3.453  0.006
C  1.119  0.831  -4.752  0.001
H  0.363  -0.912  -3.664  0.000
H  1.699  -0.083  -2.876  0.000
H  1.867  0.255  -5.329  0.000
H  0.240  0.977  -5.399  0.000
H  1.560  1.820  -4.542  0.000
C  -0.216  2.709  -2.490  0.001
C  -0.955  3.394  -3.645  0.001
H  0.869  2.889  -2.571  0.002
H  -0.518  3.171  -1.535  0.001
H  -0.751  4.480  -3.621  0.000
H  -0.633  3.020  -4.630  0.000
H  -2.049  3.264  -3.570  0.000
C  -2.105  0.493  -2.891  0.003
C  -2.318  0.329  -4.401  0.000
H  -2.758  1.289  -2.485  0.000
H  -2.419  -0.428  -2.376  0.001
H  -3.372  0.071  -4.610  0.000
H  -2.080  1.246  -4.963  0.000
H  -1.695  -0.488  -4.806  0.000
C  -3.527  -0.556  1.289  0.002
C  -4.087  -0.779  -0.116  0.001
H  -4.286  -0.086  1.946  -0.001
H  -3.276  -1.531  1.744  0.000
H  -4.978  -1.431  -0.088  0.000
H  -4.381  0.170  -0.597  0.000
H  -3.331  -1.258  -0.759  0.001
C  -2.711  2.164  1.007  0.047
C  -1.711  3.312  1.174  0.008
H  -3.604  2.316  1.646  0.005
H  -3.060  2.125  -0.041  0.000
H  -2.156  4.276  0.872  0.000
H  -1.377  3.410  2.222  0.000
H  -0.818  3.129  0.552  0.006
C  -1.834  0.586  3.237  0.011
C  -1.582  -0.774  3.899  0.000
H  -2.753  1.058  3.637  0.001
H  -0.994  1.269  3.455  0.000
H  -1.350  -0.653  4.971  0.000
H  -2.464  -1.432  3.820  0.000
H  -0.725  -1.287  3.430  0.000
N  1.364  -3.544  -1.861  -0.001
C  0.044  -3.666  -2.082  0.002
C  -0.590  -2.572  -1.537  0.004
N  0.341  -1.773  -0.981  0.020
C  1.523  -2.390  -1.189  0.002
H  2.114  -4.211  -2.150  0.000
H  -0.423  -4.493  -2.599  0.000
H  -1.647  -2.391  -1.546  0.001
H  2.484  -2.024  -0.874  0.001

(3)
Computed, not measured: a structure of composition C27H26N4NaO5STe in a non-equilibrium geometry, with the ωB97M-V functional and the def2-TZVPD basis.

## Properties
- Net charge: -1
- Max |F|: 0.0321 Eh/bohr
- HOMO energy: -4.163 eV
- Spin multiplicity: 1
- Orbital gap: 6.03 eV
- LUMO energy: 1.9 eV

Last column: natural (NBO) charge in e.
Geometry (Å):
Na  -0.952  0.271  -0.066  0.839
C  -0.087  -0.618  2.633  -0.234
N  0.632  0.407  1.860  -0.474
C  0.311  1.797  2.108  -0.240
C  -0.204  2.590  0.886  0.189
C  -1.050  3.670  1.038  -0.251
C  -1.528  4.312  -0.096  -0.149
C  -1.154  3.851  -1.340  -0.216
C  -0.266  2.787  -1.406  0.097
N  0.223  2.183  -0.323  -0.509
C  1.976  0.181  1.310  -0.237
C  2.566  -1.168  1.621  0.213
C  3.282  -1.394  2.795  -0.254
C  3.783  -2.659  3.044  -0.175
C  3.539  -3.667  2.123  -0.268
C  2.822  -3.349  0.980  0.048
N  2.368  -2.127  0.722  -0.410
C  -1.385  -1.051  1.949  0.139
C  -2.625  -0.552  2.311  -0.262
C  -3.736  -0.896  1.550  -0.129
C  -3.576  -1.742  0.472  -0.218
C  -2.300  -2.220  0.194  0.075
N  -1.223  -1.892  0.911  -0.476
H  -0.316  -0.244  3.639  0.179
H  0.538  -1.501  2.732  0.223
H  1.193  2.326  2.499  0.185
H  -0.468  1.842  2.873  0.205
H  -1.347  3.997  2.028  0.202
H  -2.213  5.146  -0.001  0.206
H  -1.568  4.259  -2.250  0.234
H  0.065  2.404  -2.361  0.211
H  2.642  0.951  1.725  0.177
H  1.966  0.302  0.225  0.239
H  3.427  -0.587  3.503  0.213
H  4.350  -2.859  3.945  0.210
H  3.897  -4.676  2.284  0.215
H  2.595  -4.103  0.233  0.200
H  -2.715  0.093  3.178  0.205
H  -4.713  -0.502  1.798  0.215
H  -4.404  -2.000  -0.169  0.247
H  -2.118  -2.907  -0.624  0.209
O  -2.698  1.689  -2.793  -1.052
S  -2.838  0.638  -1.785  2.562
O  -4.075  -0.131  -1.918  -1.053
O  -1.638  -0.346  -1.925  -1.175
O  -2.743  1.234  -0.392  -1.135
O  1.378  1.030  -4.322  -0.536
C  1.980  0.780  -3.396  0.449
C  -0.070  -1.995  -3.937  -0.675
Te  0.706  -1.477  -2.029  0.657
C  2.510  -2.365  -2.787  -0.745
C  2.113  -3.219  -3.965  0.071
C  2.973  -4.164  -4.520  -0.243
C  2.584  -4.932  -5.607  -0.229
C  1.318  -4.761  -6.152  -0.230
C  0.457  -3.819  -5.609  -0.195
C  0.842  -3.039  -4.521  -0.062
H  -0.105  -1.096  -4.556  0.235
H  -1.094  -2.340  -3.818  0.249
H  3.039  -2.941  -2.028  0.215
H  3.186  -1.568  -3.118  0.212
H  3.960  -4.295  -4.091  0.199
H  3.264  -5.664  -6.026  0.200
H  1.004  -5.356  -7.001  0.201
H  -0.534  -3.684  -6.028  0.208

(4)
Computed, not measured: a structure of composition C14H23InNO7 in a non-equilibrium geometry, with the ωB97M-V functional and the def2-TZVPD basis.

## Properties
- Max |F|: 0.1003 Eh/bohr
- HOMO energy (alpha / beta): -8.403 / -7.203 eV
- Spin multiplicity: 2
- Orbital gap (alpha / beta): 8.13 / 5.13 eV
- LUMO energy (alpha / beta): -0.3 / -2.1 eV
- Expectation value of S²: 0.8298

Last column: Löwdin spin population.
Geometry (Å):
In  0.852  1.199  -0.813  -0.003
C  -3.184  4.020  -2.068  0.262
C  -4.347  4.333  -1.438  0.004
C  -4.519  4.066  0.061  0.002
O  -5.566  4.404  0.740  0.217
C  -3.566  3.396  0.769  0.261
C  -2.274  3.012  0.209  0.003
C  -2.036  3.348  -1.365  -0.007
O  -0.898  3.109  -1.859  -0.001
O  -1.390  2.393  0.826  0.012
O  -5.246  4.928  -2.162  0.230
H  -3.060  4.246  -3.117  0.010
H  -3.657  3.161  1.819  0.010
C  4.360  2.188  2.558  0.000
C  3.339  2.721  1.547  0.000
O  2.060  2.090  1.766  0.000
H  5.373  2.465  2.264  0.000
H  4.262  1.121  2.762  0.000
H  4.153  2.745  3.471  0.000
H  3.701  2.519  0.539  0.000
H  3.180  3.794  1.653  0.000
H  1.902  2.128  2.712  0.000
C  -1.209  -5.395  -2.643  0.000
O  -0.603  -4.123  -2.873  0.000
C  0.789  -4.068  -2.427  0.000
C  1.188  -2.600  -2.278  0.000
N  0.577  -1.930  -1.095  0.000
C  1.166  -2.470  0.149  0.000
C  0.402  -2.006  1.420  0.000
O  0.409  -0.556  1.557  0.000
C  -0.079  -0.185  2.809  0.000
H  -0.983  -6.067  -3.471  0.000
H  -2.293  -5.294  -2.690  0.000
H  -0.894  -5.835  -1.697  0.000
H  1.423  -4.461  -3.222  0.000
H  0.960  -4.617  -1.501  0.000
H  1.002  -2.002  -3.170  0.000
H  2.267  -2.524  -2.148  0.000
H  -0.357  -2.298  -1.204  0.000
H  2.252  -2.402  0.087  0.000
H  1.066  -3.553  0.221  0.000
H  0.820  -2.521  2.285  0.000
H  -0.639  -2.314  1.518  0.000
H  -0.327  0.876  2.825  0.000
H  0.658  -0.417  3.578  0.000
H  -1.033  -0.625  3.098  0.000

(5)
Computed, not measured: a structure of composition C25H15Cl5F8N2NiO2S2 in a non-equilibrium geometry, with the ωB97M-V functional and the def2-TZVPD basis.

## Properties
- Net charge: -2
- Max |F|: 0.0549 Eh/bohr
- HOMO energy (alpha / beta): -1.431 / -1.432 eV
- Spin multiplicity: 3
- Orbital gap (alpha / beta): 5.54 / 5.54 eV
- LUMO energy (alpha / beta): 4.1 / 4.1 eV
- Expectation value of S²: 2.0070

Last column: Löwdin spin population.
Geometry (Å):
Ni  -0.846  -2.280  -0.209  1.604
C  -1.137  -2.803  3.953  0.001
C  -0.675  -1.396  4.184  0.003
N  0.460  -0.977  3.326  0.010
C  1.795  -1.365  3.863  0.001
C  2.836  -0.222  3.850  0.000
C  0.318  -0.831  1.980  0.016
S  -1.330  -0.963  1.419  0.071
N  1.339  -0.400  1.275  0.005
C  1.608  -0.796  0.055  0.001
O  0.991  -1.646  -0.667  0.058
C  2.819  -0.208  -0.490  0.002
C  3.430  0.932  0.121  0.000
C  4.600  1.442  -0.390  0.000
C  5.171  0.871  -1.544  -0.001
C  4.545  -0.216  -2.147  0.000
C  3.322  -0.696  -1.701  0.000
H  -1.242  -3.240  4.924  0.000
H  -0.515  -3.361  3.298  0.000
H  -2.082  -2.760  3.423  0.000
H  -0.318  -1.155  5.237  0.000
H  -1.519  -0.731  4.044  0.001
H  2.052  -2.291  3.414  0.000
H  1.608  -1.677  4.873  0.000
H  3.036  -0.042  2.792  0.000
H  3.787  -0.468  4.331  0.000
H  2.291  0.641  4.236  0.000
H  2.955  1.366  0.950  0.000
H  5.015  2.329  0.137  0.000
H  6.167  1.268  -1.848  0.000
H  5.065  -0.661  -3.016  0.000
H  2.705  -1.417  -2.182  0.000
Cl  -5.314  -0.680  -5.945  0.001
C  -4.389  -1.384  -4.709  0.005
C  -3.042  -0.972  -4.460  -0.001
Cl  -2.115  -0.194  -5.721  0.000
C  -2.363  -1.461  -3.355  0.003
Cl  -0.788  -1.086  -3.003  0.006
C  -3.020  -2.223  -2.333  0.004
O  -2.383  -2.721  -1.343  0.043
C  -4.476  -2.431  -2.514  0.004
Cl  -5.375  -3.012  -1.171  0.001
C  -5.123  -2.145  -3.730  -0.001
Cl  -6.692  -2.800  -4.026  0.000
F  0.480  7.423  -1.560  0.000
C  -0.220  6.388  -1.195  0.000
C  -1.135  5.846  -2.097  0.000
F  -0.984  6.187  -3.407  0.000
C  -1.928  4.741  -1.789  0.000
F  -2.693  4.257  -2.786  0.000
C  -1.869  4.077  -0.541  0.000
S  -2.980  2.949  -0.014  0.000
C  -0.902  4.641  0.329  0.000
F  -0.784  4.057  1.568  0.000
C  -0.069  5.736  0.039  0.000
F  0.775  6.149  0.990  0.000
F  -1.302  -4.951  0.761  0.021
C  -0.372  -4.053  0.259  0.100
F  0.170  -4.524  -0.927  0.025
F  0.642  -4.059  1.187  0.016

(6)
Computed, not measured: a cluster of 2 separate species, C5H14 in total in a non-equilibrium geometry, with the ωB97M-V functional and the def2-TZVPD basis.

## Properties
- Max |F|: 0.0272 Eh/bohr
- HOMO energy: -11.055 eV
- Spin multiplicity: 1
- SMILES: CCC.CC
- Orbital gap: 12.16 eV
- LUMO energy: 1.1 eV

Last column: natural (NBO) charge in e.
Geometry (Å):
C  0.777  0.439  -2.663  -0.618
C  1.939  1.397  -2.495  -0.618
H  0.326  0.557  -3.650  0.207
H  0.986  -0.556  -2.279  0.212
H  -0.123  0.762  -2.118  0.202
H  2.157  1.419  -1.431  0.201
H  1.718  2.395  -2.863  0.206
H  2.949  1.101  -2.788  0.209
C  -1.288  -1.153  1.791  -0.404
C  -1.783  -0.006  2.669  -0.617
C  0.009  -0.939  1.015  -0.604
H  -1.096  -2.070  2.353  0.195
H  -2.087  -1.458  1.124  0.196
H  -2.854  0.155  2.607  0.212
H  0.795  -0.548  1.668  0.200
H  0.436  -1.891  0.715  0.207
H  -0.103  -0.303  0.137  0.203
H  -1.565  -0.194  3.727  0.206
H  -1.191  0.893  2.482  0.206